Molecular formula: C5H9NO
Method: DFT, wB97M-V/def2-TZVPD

Last column: Löwdin charge in e.
Element x y z (Å)
C 1.28341 0.74947 0.14576  -0.09
C 0.20857 -0.31554 0.22676  -0.25
C 0.65056 -1.54820 0.94771  -0.06
C -1.42335 1.34654 -0.12118  0.03
N -1.31213 0.55971 -1.20189  0.04
C -0.72626 -0.64311 -0.83118  -0.52
O -1.05692 -1.75035 -1.25539  0.03
H 2.22024 0.27831 -0.18988  0.08
H 1.49030 1.17912 1.13502  0.08
H 1.05122 1.58850 -0.51817  0.07
H 1.02787 -1.34142 1.95680  0.08
H 1.47131 -2.00145 0.36217  0.10
H -0.15764 -2.28422 0.97588  0.08
H -1.84059 0.96602 0.79788  0.08
H -1.40869 2.42283 -0.26244  0.09
H -1.47790 0.79379 -2.16785  0.16

Force components x, y, z for each atom (eV/Å):
C 0.1 0.0 -0.1
C 0.3 -0.3 -0.2
C 0.1 -0.1 0.3
C -0.3 0.2 0.1
N -0.2 0.2 -0.1
C 0.1 -0.6 -0.1
O 0.3 0.6 0.1
H -0.1 0.1 0.0
H -0.1 -0.2 -0.2
H 0.0 -0.3 0.0
H 0.0 0.0 -0.2
H -0.1 0.1 0.2
H 0.2 0.1 0.1
H -0.2 0.0 -0.2
H 0.2 0.0 0.1
H -0.2 0.2 0.1

Calculated values
LUMO (spin up / spin down) = -0.2 / 0.1 eV
Total charge = 0
Energy above the lowest of the compared OMol25 structures with the same formula, charge and spin = 81.1 kcal per mole
Max |F| = 0.013 Eh/bohr
HOMO level (spin up / spin down) = -7.576 / -7.763 eV
Gap between HOMO and LUMO (spin up / spin down) = 7.4 / 7.8 eV


Molecular formula: C5H9NO
Method: DFT, wB97M-V/def2-TZVPD

Last column: Löwdin charge in e.
Element x y z (Å)
C 1.51074 -0.29289 0.93939  -0.05
C 0.39501 0.60704 0.39303  -0.37
C 0.21669 1.85131 1.15591  -0.20
N 0.06217 2.87197 1.67990  0.14
C -0.93012 -0.17237 0.25866  -0.14
C -1.12508 -0.78833 -1.15334  -0.23
O 0.02960 -0.69811 -1.97527  -0.08
H 1.74160 -1.04184 0.17542  0.08
H 1.18537 -0.81460 1.84595  0.08
H 2.42143 0.26607 1.17026  0.08
H 0.70012 0.92578 -0.60845  0.13
H -0.93775 -0.96687 1.01381  0.11
H -1.77968 0.47699 0.49267  0.11
H -1.97645 -0.30194 -1.64330  0.12
H -1.36942 -1.85102 -1.05960  0.11
H -0.14423 -0.07119 -2.68504  0.09

Force components x, y, z for each atom (eV/Å):
C 0.1 0.0 0.0
C 0.0 0.0 -0.1
C -0.1 0.8 0.4
N 0.2 -1.0 -0.4
C 0.0 0.0 0.1
C -0.3 -0.1 0.1
O 0.0 0.1 -0.2
H 0.0 0.1 0.1
H 0.0 0.1 -0.1
H -0.1 0.0 -0.1
H 0.0 0.0 0.1
H 0.0 0.1 -0.1
H 0.1 -0.1 -0.1
H 0.1 -0.1 0.0
H 0.0 0.1 0.0
H 0.1 -0.1 0.1

Calculated values
LUMO = 0.6 eV
Total charge = 0
Energy above the lowest of the compared OMol25 structures with the same formula, charge and spin = 31.7 kcal per mole
Max |F| = 0.022 Eh/bohr
HOMO level = -10.793 eV
Gap between HOMO and LUMO = 11.4 eV
SMILES = C[C@H](C#N)CCO


Molecular formula: C5H9NO
Method: DFT, wB97M-V/def2-TZVPD

Last column: Löwdin charge in e.
Element x y z (Å)
C -1.04489 -0.86471 0.77783  -0.03
C -0.25930 0.23622 0.06744  -0.58
C -0.31092 0.10015 -1.45546  -0.03
C 1.20211 0.25096 0.57264  -0.22
O 1.84508 -0.98669 0.38321  -0.05
C -0.88080 2.67935 0.64847  0.04
N -0.77598 1.53385 0.40584  -0.02
H -0.50788 -1.81025 0.65755  0.09
H -1.12067 -0.64354 1.84763  0.09
H -2.05449 -0.96394 0.36660  0.09
H -1.34278 0.16352 -1.81398  0.09
H 0.10375 -0.86428 -1.76588  0.09
H 0.26081 0.90888 -1.92490  0.09
H 1.73784 1.07552 0.07932  0.13
H 1.19534 0.45375 1.64859  0.13
H 2.16660 -1.02496 -0.52591  0.09

Force components x, y, z for each atom (eV/Å):
C 0.0 0.0 0.0
C 0.1 -0.1 -0.1
C 0.0 0.0 -0.1
C -0.1 0.3 0.1
O 0.2 0.0 -0.3
C -0.1 -1.1 -0.2
N 0.1 1.2 0.3
H -0.1 0.1 0.0
H 0.0 0.0 -0.2
H 0.2 0.0 0.1
H 0.1 0.0 0.1
H -0.1 0.1 0.1
H -0.1 -0.2 0.1
H -0.1 -0.1 0.1
H 0.0 -0.1 -0.1
H 0.0 -0.1 0.2

Calculated values
LUMO = 0.6 eV
Total charge = 0
Energy above the lowest of the compared OMol25 structures with the same formula, charge and spin = 42.1 kcal per mole
Max |F| = 0.024 Eh/bohr
HOMO level = -10.729 eV
Gap between HOMO and LUMO = 11.3 eV


Molecular formula: C5H9NO
Method: DFT, wB97M-V/def2-TZVPD

Last column: Löwdin charge in e.
Element x y z (Å)
C 1.55710 0.83820 0.12868  -0.02
C 0.21023 0.20512 0.22938  -0.48
C -0.00821 -1.08403 0.97147  0.00
C -1.09352 1.02386 0.09972  -0.08
N -1.40555 0.24598 -1.12208  0.10
C -0.38949 -0.64203 -0.79665  -0.43
O 0.00308 -1.63616 -1.62159  0.07
H 2.32518 0.07342 -0.03503  0.09
H 1.78125 1.36018 1.06022  0.08
H 1.58968 1.54140 -0.70910  0.09
H 0.94733 -1.48143 1.37089  0.08
H 0.35312 -2.20971 -0.92253  0.10
H -0.77798 -1.12846 1.73712  0.05
H -1.80496 0.82256 0.90739  0.12
H -0.97118 2.09722 -0.05400  0.11
H -2.33784 0.00534 -1.44644  0.13

Force components x, y, z for each atom (eV/Å):
C 0.2 0.2 0.1
C 0.2 0.4 0.0
C -0.5 0.3 0.1
C -0.1 0.4 0.2
N -0.1 -0.4 0.1
C -0.1 -0.3 0.8
O 0.5 0.0 0.1
H -0.1 0.1 0.0
H 0.2 0.1 0.0
H 0.1 0.0 0.1
H -0.6 -0.3 -0.9
H 0.2 -0.6 -0.6
H -0.1 0.2 -0.1
H 0.2 0.2 -0.1
H -0.1 0.0 -0.1
H 0.1 -0.2 0.4

Calculated values
LUMO = 1.0 eV
Total charge = 0
Energy above the lowest of the compared OMol25 structures with the same formula, charge and spin = 96.0 kcal per mole
Max |F| = 0.021 Eh/bohr
HOMO level = -7.488 eV
Gap between HOMO and LUMO = 8.5 eV


Molecular formula: C5H9NO
Method: DFT, wB97M-V/def2-TZVPD

Last column: Löwdin charge in e.
Element x y z (Å)
C -1.47541 -0.79199 1.59863  -0.07
C -0.00674 -0.84427 1.21954  -0.36
N 0.23213 -1.49348 -0.12073  0.09
C 0.60910 -0.20728 -0.55323  -0.42
O 0.89274 0.07213 -1.82729  -0.04
C 0.55160 0.43312 0.62526  0.01
C 0.96000 1.46885 -2.06579  -0.07
H -2.04240 -0.32472 0.78401  0.08
H -1.61993 -0.18513 2.49888  0.08
H -1.88338 -1.79079 1.79163  0.07
H 0.59986 -1.32906 1.99399  0.13
H -0.60752 -1.86152 -0.56535  0.12
H 0.85594 1.38903 1.02383  0.09
H 1.20978 1.59821 -3.11878  0.09
H 1.73275 1.93290 -1.44200  0.09
H -0.00852 1.93399 -1.84259  0.10

Force components x, y, z for each atom (eV/Å):
C 0.0 0.0 0.0
C -0.1 0.0 0.3
N -0.1 0.0 -0.2
C 0.0 0.0 0.0
O -0.1 -0.2 0.1
C 0.1 0.1 0.0
C 0.1 0.3 -0.1
H 0.1 -0.1 0.1
H 0.0 -0.1 -0.1
H 0.1 0.1 0.0
H -0.1 0.1 -0.1
H 0.1 0.0 0.1
H -0.1 -0.1 -0.1
H 0.0 0.0 0.1
H -0.1 -0.1 -0.1
H 0.2 0.0 -0.1

Calculated values
LUMO = 1.0 eV
Total charge = 0
Energy above the lowest of the compared OMol25 structures with the same formula, charge and spin = 59.4 kcal per mole
Max |F| = 0.006 Eh/bohr
HOMO level = -8.205 eV
Gap between HOMO and LUMO = 9.2 eV


Molecular formula: C5H9NO
Method: DFT, wB97M-V/def2-TZVPD

Last column: Löwdin charge in e.
Element x y z (Å)
C 1.14759 1.06259 0.63733  -0.15
C -1.25904 1.08846 -0.14635  0.04
C 0.83551 -0.22198 0.08940  -0.44
C -0.46322 -0.78805 0.51592  -0.25
C -1.02885 -1.86375 -0.11076  0.01
O 2.23334 1.67175 0.17993  0.05
N 1.59761 -0.60371 -0.89152  0.13
H 2.55456 1.07078 -0.54240  0.10
H 0.75582 1.44290 1.56978  0.13
H 1.31769 -1.49596 -1.28757  0.05
H -0.71515 -0.60135 1.55885  0.12
H -2.25031 0.72309 0.08600  0.03
H -1.04335 1.04847 -1.20854  0.05
H -1.14661 2.07668 0.28641  0.03
H -1.85424 -2.39842 0.33882  0.05
H -0.68135 -2.21150 -1.07531  0.05

Force components x, y, z for each atom (eV/Å):
C 0.7 -0.5 0.4
C -0.9 0.7 -0.4
C 0.0 0.4 -1.0
C 0.2 -1.3 0.2
C 0.3 0.5 0.4
O -0.2 -0.2 -0.2
N -0.2 0.0 0.6
H -0.1 0.2 0.1
H -0.1 0.1 -0.1
H 0.0 0.1 0.1
H -0.1 0.1 -0.1
H 0.0 -0.2 0.0
H 0.1 0.0 0.1
H 0.3 0.0 0.0
H -0.1 0.1 -0.1
H 0.0 0.0 0.0

Calculated values
LUMO (spin up / spin down) = -0.6 / 0.0 eV
Total charge = 0
Energy above the lowest of the compared OMol25 structures with the same formula, charge and spin = 126.6 kcal per mole
Max |F| = 0.026 Eh/bohr
HOMO level (spin up / spin down) = -7.393 / -7.972 eV
Gap between HOMO and LUMO (spin up / spin down) = 6.8 / 7.9 eV


Molecular formula: C5H9NO
Method: DFT, wB97M-V/def2-TZVPD

Last column: Löwdin charge in e.
Element x y z (Å)
C 1.09306 1.70962 -0.68954  -0.07
C 0.29843 0.39983 -0.62110  -0.36
C -1.09186 0.61774 -1.06189  -0.21
N -2.18724 0.78273 -1.39821  0.16
C 0.34694 -0.20833 0.79437  -0.16
C -0.67230 -1.31148 1.01778  -0.28
O -0.49765 -2.28036 0.00088  -0.06
H 2.12851 1.53377 -0.37975  0.08
H 0.65874 2.46027 -0.02061  0.09
H 1.10131 2.12135 -1.70180  0.08
H 0.72379 -0.33093 -1.31919  0.15
H 1.35598 -0.60980 0.94657  0.13
H 0.19097 0.57910 1.54355  0.13
H -1.68296 -0.88219 0.98537  0.11
H -0.52572 -1.74517 2.01857  0.12
H -1.32827 -2.75617 -0.11035  0.10

Force components x, y, z for each atom (eV/Å):
C 0.1 0.1 0.0
C 0.0 0.0 0.0
C -0.9 0.1 -0.3
N 1.1 -0.1 0.4
C 0.0 0.0 0.1
C 0.0 0.3 0.3
O -0.2 -0.2 -0.1
H -0.2 0.0 0.0
H 0.1 -0.1 -0.1
H 0.0 -0.1 0.1
H -0.1 0.1 0.1
H -0.1 0.1 0.0
H 0.0 -0.1 -0.1
H 0.1 -0.1 0.0
H 0.0 0.0 -0.2
H 0.2 0.0 0.0

Calculated values
LUMO = 0.9 eV
Total charge = 0
Energy above the lowest of the compared OMol25 structures with the same formula, charge and spin = 23.8 kcal per mole
Max |F| = 0.022 Eh/bohr
HOMO level = -10.673 eV
Gap between HOMO and LUMO = 11.6 eV
SMILES = C[C@H](C#N)CCO


Molecular formula: C5H9NO
Method: DFT, wB97M-V/def2-TZVPD

Last column: Löwdin charge in e.
Element x y z (Å)
C 0.52327 1.54617 -0.74774  -0.05
C 0.78990 0.48638 0.32103  -0.20
C 1.48195 -0.79219 -0.18936  -0.47
O 2.47994 -1.03680 -0.82198  0.08
N 0.48106 -1.57679 0.31128  0.12
C -0.35146 -0.47717 0.79957  -0.30
C -1.72396 -0.37898 0.15045  -0.06
H 0.69583 1.14715 -1.75283  0.09
H 1.19377 2.40005 -0.62170  0.08
H -0.50292 1.92390 -0.70460  0.07
H 1.32655 0.91295 1.17422  0.14
H 0.30609 -2.56848 0.22705  0.15
H -0.45340 -0.49424 1.89230  0.13
H -1.66673 -0.00143 -0.87422  0.07
H -2.38640 0.27706 0.72413  0.08
H -2.19350 -1.36758 0.11238  0.08

Force components x, y, z for each atom (eV/Å):
C 0.0 0.1 0.0
C 0.1 0.1 0.0
C 0.2 -0.1 -0.1
O -0.3 0.1 0.3
N 0.1 -0.2 -0.1
C -0.1 0.1 0.1
C 0.0 0.0 0.0
H -0.1 0.0 0.1
H -0.1 -0.1 0.0
H 0.1 0.0 0.1
H -0.1 -0.1 -0.1
H 0.0 0.1 0.0
H 0.0 0.0 -0.2
H 0.0 -0.1 0.1
H 0.1 0.0 -0.1
H 0.0 0.1 0.1

Calculated values
LUMO = 0.9 eV
Total charge = 0
Energy above the lowest of the compared OMol25 structures with the same formula, charge and spin = 18.8 kcal per mole
Max |F| = 0.009 Eh/bohr
HOMO level = -9.664 eV
Gap between HOMO and LUMO = 10.6 eV
SMILES = C[C@@H]1C(=O)N[C@@H]1C


Which of these has the highest energy above the lowest of the compared OMol25 structures with the same formula, charge and spin?
number 6


What is the formula in the third record?
C5H9NO